Entry 1:
Entry from OMol25: a molecular structure, C2H3Br4P in a non-equilibrium geometry (wB97M-V/def2-TZVPD).

```
10
Properties=species:S:1:pos:R:3:forces:R:3:lowdin_charge:R:1
C -0.085120 -0.263937 0.037674 -0.915 -2.576 2.358 -0.207
C -1.404846 -0.879529 0.186693 -1.850 -1.609 0.733 -1.145
P -4.682226 0.459668 -1.091819 -1.415 -0.768 -0.179 -0.099
Br -1.466651 -2.786471 0.180717 -0.015 0.489 -0.154 0.637
Br -2.923532 -0.113408 1.030617 1.787 -0.210 0.336 0.575
Br -5.532620 1.974774 0.269328 0.007 0.125 -0.072 0.058
Br -5.904322 -1.378036 -0.365533 0.562 0.828 -0.539 0.002
H 0.595187 -0.770099 0.728698 0.329 -0.267 -0.417 0.088
H -0.198575 0.644156 0.470463 0.170 3.539 0.239 0.033
H 0.131006 -0.419574 -0.954404 1.340 0.450 -2.304 0.058
```
Positions in Å, forces in eV/Å.

## Properties
- LUMO energy (alpha / beta) (eV) = -1.13 / -0.69
- molar mass (g/mol) = 377.6
- energy (eV) = -291579.093
- maximum force (eV Å⁻¹) = 3.610
- Kohn-Sham gap (alpha / beta) (eV) = 7.2 / 7.2

=====

Entry 2:
Entry from OMol25: 5 unconnected molecules or ions with the total composition C24H65N4O9 in a non-equilibrium geometry (wB97M-V/def2-TZVPD).

```
102
Properties=species:S:1:pos:R:3:forces:R:3:lowdin_charge:R:1
O -0.159987 0.182714 -0.126857 0.301 -0.318 0.170 -0.364
H 0.455427 0.598871 0.480007 0.089 0.370 0.129 -0.065
C -2.550131 3.723903 -2.004684 -0.741 1.858 -0.678 -0.103
O -2.625477 2.355169 -2.244271 0.115 -1.205 -0.620 -0.160
C -3.246441 1.630284 -1.228089 0.107 0.371 1.626 -0.220
C -3.473539 0.152151 -1.500775 -0.540 1.045 -0.293 -0.083
N -2.213282 -0.478913 -1.962135 0.163 0.095 0.489 0.050
H -1.894790 0.034148 -2.800708 -0.229 -0.315 -0.354 0.126
H -1.431525 -0.291201 -1.290487 -0.549 0.057 0.166 0.098
C -2.288903 -1.957578 -2.193602 0.762 0.548 -0.147 -0.091
C -3.338636 -2.299115 -3.229644 -0.796 -0.289 -0.643 -0.188
O -3.282287 -1.425473 -4.338377 0.402 0.162 0.371 -0.161
C -2.266573 -1.730157 -5.271580 0.319 -0.001 -0.815 -0.082
H -3.529236 4.220086 -1.924300 -0.140 -0.556 0.494 0.112
H -2.171187 4.220540 -2.900744 0.401 -0.443 0.206 0.096
H -1.939891 4.020246 -1.144263 -0.093 -0.350 0.032 0.081
H -4.187157 2.090231 -0.903165 -0.204 -0.094 -0.394 0.143
H -2.621283 1.692254 -0.319440 0.175 -0.021 -0.043 0.112
H -4.274398 0.018602 -2.226299 0.369 -0.116 -0.393 0.141
H -3.869720 -0.264869 -0.575773 0.454 -0.364 0.087 0.143
H -2.397799 -2.402800 -1.207545 -0.421 -0.285 -0.109 0.130
H -1.294357 -2.233600 -2.552516 -0.057 -0.072 -0.039 0.116
H -4.362457 -2.204789 -2.860645 0.172 -0.029 0.260 0.137
H -3.232987 -3.333027 -3.577243 0.144 -0.029 0.295 0.145
H -2.150084 -0.864694 -5.924144 -0.078 -0.004 0.121 0.088
H -2.510644 -2.568393 -5.931743 -0.264 -0.103 0.289 0.110
H -1.287655 -1.941505 -4.826590 -0.097 0.032 0.223 0.082
C 5.085970 -1.165062 2.413551 0.258 0.111 0.783 -0.070
O 3.849436 -1.635522 1.887055 -0.009 0.541 -0.425 -0.205
C 3.821853 -1.534075 0.477232 -0.081 -0.482 0.487 -0.204
C 2.625621 -2.346916 -0.023979 0.870 0.654 0.613 -0.076
N 1.349291 -2.075606 0.714275 -0.798 0.188 -0.700 0.053
H 1.418077 -1.859067 1.732079 0.838 -0.453 -0.332 0.132
H 0.838836 -1.217105 0.355941 0.409 -0.182 -0.375 0.091
C 0.337925 -3.181708 0.539056 -0.232 0.180 1.555 -0.098
C 0.510888 -4.218432 1.632464 0.297 -1.441 -0.627 -0.201
O 1.692141 -4.932404 1.345684 0.663 1.051 0.155 -0.208
C 1.963351 -6.055588 2.165507 0.056 -1.166 -0.486 -0.068
H 5.814637 -1.975268 2.479276 0.013 0.034 -0.188 0.105
H 4.921191 -0.790942 3.427444 -0.168 -0.222 -0.036 0.089
H 5.514902 -0.319115 1.869425 -0.155 -0.143 -0.330 0.097
H 4.727063 -2.006997 0.081408 -0.083 0.078 -0.322 0.142
H 3.825175 -0.485460 0.149851 -0.157 0.055 0.051 0.120
H 2.888885 -3.388059 0.135523 -0.374 -0.119 -0.225 0.129
H 2.470017 -2.084978 -1.069145 -0.203 -0.390 -0.083 0.129
H 0.362111 -3.708307 -0.410928 0.362 0.511 -0.286 0.144
H -0.607414 -2.659433 0.689146 -0.264 -0.302 -0.222 0.118
H -0.280010 -4.977118 1.530264 -0.495 0.599 0.477 0.146
H 0.563566 -3.774999 2.635298 -0.281 -0.024 0.004 0.124
H 1.477483 -6.928282 1.714242 -0.215 0.031 0.278 0.101
H 1.675064 -5.984775 3.214944 -0.132 0.433 -0.048 0.097
H 3.026514 -6.281050 2.107714 0.057 0.337 0.055 0.098
C -0.660692 1.323728 -5.169508 -0.114 0.286 0.641 -0.003
O -0.584258 0.548710 -3.944834 0.058 0.181 -0.682 -0.251
C 0.654224 -0.022699 -3.692974 1.461 -1.083 0.602 -0.216
C 1.726117 0.933818 -3.150122 -0.838 1.051 0.441 -0.059
N 1.004962 1.795227 -2.145254 -0.284 0.654 -0.197 0.041
H 0.198683 2.140506 -2.687175 -0.100 0.181 0.232 0.132
H 0.580642 1.250852 -1.357411 0.016 -0.412 -0.021 0.098
C 1.726025 3.024523 -1.646643 0.838 -0.919 -0.037 -0.082
C 0.809240 4.215120 -1.728127 -0.577 0.374 0.632 -0.206
O 0.174596 4.241085 -2.986105 0.539 0.446 0.227 -0.232
C 0.903742 4.991102 -3.975875 -0.565 -0.607 -0.399 -0.035
H -0.197774 0.834681 -6.025303 0.098 -0.230 0.158 0.112
H -0.180159 2.281308 -4.962866 -0.051 0.127 -0.346 0.083
H -1.719396 1.472539 -5.355100 0.000 0.101 -0.034 0.110
H 1.093005 -0.572069 -4.532791 -0.281 0.132 -0.222 0.147
H 0.526215 -0.761724 -2.891348 -0.304 -0.026 -0.117 0.112
H 2.099047 1.640505 -3.891750 0.121 -0.203 -0.125 0.137
H 2.558623 0.449846 -2.646297 -0.006 -0.266 -0.210 0.135
H 2.627944 3.097034 -2.255714 -0.151 0.392 -0.205 0.131
H 2.113645 2.836846 -0.643734 -0.295 0.014 0.102 0.132
H 1.308401 5.135502 -1.406410 0.395 0.030 -0.712 0.149
H 0.025991 4.176947 -0.961933 -0.062 -0.551 -0.189 0.113
H 0.933828 6.048736 -3.722479 0.296 -0.042 0.108 0.107
H 0.325979 4.873386 -4.892945 0.061 0.134 0.007 0.098
H 1.878406 4.527407 -4.147613 0.177 0.404 0.103 0.094
C 1.500153 -1.359412 4.706644 0.150 -0.054 0.574 -0.040
O 1.532838 -0.875489 3.367564 -1.012 -0.026 -0.584 -0.261
C 1.741481 0.524027 3.258949 -0.208 -0.107 0.491 -0.165
C 0.472354 1.304349 3.612718 -0.472 0.096 0.194 -0.075
N -0.766711 0.577122 3.173806 -0.350 -0.390 -0.313 0.061
H -0.811675 0.414679 2.155865 0.565 0.176 -0.047 0.132
H -0.713662 -0.365448 3.568501 -0.156 0.044 0.095 0.158
C -2.107344 1.214442 3.510973 0.478 -0.209 0.671 -0.061
C -2.488802 0.977661 4.964912 0.109 -0.147 -0.250 -0.223
O -1.658287 1.734829 5.804748 -0.343 -0.153 -0.260 -0.192
C -1.830011 1.335122 7.164799 0.388 0.344 0.509 -0.063
H 1.180472 -2.400346 4.747705 0.351 -0.082 -0.521 0.100
H 0.760031 -0.862297 5.348067 0.218 0.437 -0.137 0.094
H 2.506748 -1.252908 5.114600 -0.163 -0.098 0.313 0.113
H 2.065516 0.780752 2.250739 0.207 -0.399 -0.061 0.121
H 2.510439 0.793081 3.987698 0.146 0.340 -0.291 0.144
H 0.384134 2.284511 3.147521 0.448 0.086 0.101 0.145
H 0.396946 1.416738 4.692369 -0.262 0.146 -0.079 0.127
H -2.812927 0.753337 2.824765 -0.185 0.070 0.094 0.134
H -2.018296 2.280459 3.311933 -0.017 0.014 -0.077 0.144
H -2.389051 -0.082314 5.237557 -0.064 -0.182 -0.242 0.134
H -3.552352 1.216315 5.063420 -0.014 0.192 0.172 0.146
H -1.338776 2.090460 7.774266 -0.019 -0.020 -0.025 0.103
H -1.340628 0.374847 7.354825 -0.121 -0.070 -0.091 0.093
H -2.877191 1.285718 7.467671 -0.050 -0.001 -0.201 0.104
```
Positions in Å, forces in eV/Å.

## Properties
- LUMO energy (eV) = -7.17
- molar mass (g/mol) = 553.8
- total charge = +3
- energy (eV) = -50301.888
- maximum force (eV Å⁻¹) = 2.112
- Kohn-Sham gap (eV) = 9.6